Record 1
Entry from OMol25: C48H39N9O5S2Sn as an isolated structure at a distorted geometry (wB97M-V/def2-TZVPD).

The geometry in ORCA input format:
```
! wB97M-V def2-TZVPD RIJCOSX def2/J DEFGRID3
* xyz -2 1
Sn -0.680 -1.359 -1.070
O -2.354 3.607 2.148
C -1.043 3.618 2.433
C -0.557 4.625 3.271
C 0.787 4.692 3.588
C 1.680 3.751 3.080
C 1.197 2.749 2.255
C -0.150 2.660 1.915
C -0.575 1.558 0.981
O 0.256 0.721 0.598
N -1.876 1.657 0.620
N -2.290 0.676 -0.219
C -3.425 0.815 -0.774
C -3.907 -0.204 -1.722
C -5.017 0.061 -2.517
C -5.407 -0.870 -3.464
C -4.702 -2.057 -3.572
C -3.621 -2.255 -2.723
N -3.227 -1.353 -1.834
H -2.467 2.863 1.470
H -1.262 5.351 3.660
H 1.145 5.484 4.236
H 2.734 3.801 3.326
H 1.853 1.984 1.855
H -4.037 1.703 -0.603
H -5.536 1.006 -2.410
H -6.244 -0.664 -4.121
H -4.966 -2.807 -4.304
H -3.022 -3.159 -2.768
C 4.534 -0.299 6.135
O 3.138 -0.293 5.957
C 2.510 -1.513 5.962
C 1.194 -1.533 5.508
C 0.491 -2.719 5.461
C 1.071 -3.922 5.888
C 2.370 -3.877 6.371
C 3.099 -2.689 6.399
N 0.335 -5.131 6.041
N -0.581 -5.474 5.238
C -0.775 -4.960 3.963
C -2.116 -4.978 3.545
C -2.563 -4.394 2.389
C -1.668 -3.766 1.466
O -2.057 -3.212 0.422
C -0.229 -3.864 1.819
N 0.630 -3.386 0.902
C 1.924 -3.500 1.093
C 2.451 -4.193 2.190
C 1.592 -4.690 3.135
C 0.203 -4.477 3.020
H 4.874 0.717 5.946
H 5.023 -0.978 5.430
H 4.817 -0.584 7.154
H 0.744 -0.605 5.176
H -0.524 -2.726 5.083
H 2.824 -4.797 6.722
H 4.112 -2.699 6.776
H -2.823 -5.421 4.239
H -3.617 -4.381 2.138
H 2.563 -3.055 0.336
H 3.520 -4.349 2.276
H 1.980 -5.273 3.956
S -0.935 0.238 -3.276
C -0.860 -0.840 -4.665
C -1.149 -0.293 -5.930
C -1.111 -1.040 -7.095
C -0.776 -2.389 -7.026
C -0.486 -2.950 -5.793
C -0.517 -2.212 -4.597
S -0.098 -3.054 -3.101
H -1.406 0.760 -5.970
H -1.343 -0.574 -8.047
H -0.737 -2.997 -7.924
H -0.214 -3.998 -5.728
C -3.117 2.921 -2.612
C -1.730 3.499 -2.495
C -0.946 3.255 -1.373
C 0.345 3.748 -1.274
C 0.897 4.479 -2.321
N 2.231 4.980 -2.278
C 3.254 4.561 -1.457
O 4.062 5.353 -0.990
N 3.305 3.223 -1.176
C 2.935 2.109 -1.970
C 2.948 2.107 -3.359
C 2.633 0.934 -4.023
C 2.293 -0.193 -3.287
N 2.257 -0.181 -1.959
C 2.579 0.936 -1.321
C 0.117 4.753 -3.437
C -1.183 4.272 -3.514
H -3.430 2.471 -1.671
H -3.136 2.129 -3.364
H -3.842 3.686 -2.904
H -1.340 2.651 -0.563
H 0.919 3.557 -0.376
H 2.359 5.931 -2.582
H 3.831 3.018 -0.342
H 3.204 3.003 -3.910
H 2.615 0.902 -5.105
H 1.996 -1.119 -3.768
H 2.482 0.916 -0.238
H 0.536 5.334 -4.254
H -1.776 4.484 -4.399
*
```

- lowest unoccupied orbital energy (eV) = 3.9
- relative energy (zero: lowest compared OMol25 entry of this formula, charge and spin) (kcal/mol) = 27.6
- HOMO-LUMO gap (eV) = 5.91
- highest occupied orbital energy (eV) = -1.99

---

Record 2
Entry from OMol25: C48H42CsFN8O5S as an isolated structure at a distorted geometry (wB97M-V/def2-TZVPD).

The geometry in ORCA input format:
```
! wB97M-V def2-TZVPD RIJCOSX def2/J DEFGRID3
* xyz -2 1
Cs 1.035 0.579 0.410
O -3.300 0.886 -3.224
C -2.202 0.365 -2.997
N -1.919 -0.805 -2.415
C -2.679 -1.889 -2.590
O -3.488 -2.126 -3.494
C -2.426 -3.014 -1.587
C -3.303 -4.096 -1.596
C -3.111 -5.124 -0.690
C -2.044 -5.046 0.190
C -1.216 -3.933 0.116
N -1.397 -2.936 -0.743
C -0.969 1.163 -3.380
C -0.974 1.888 -4.570
C 0.172 2.571 -4.936
C 1.267 2.559 -4.080
C 1.152 1.857 -2.891
N 0.072 1.162 -2.556
H -4.106 -4.094 -2.319
H -3.786 -5.973 -0.666
H -1.853 -5.813 0.929
H -0.370 -3.840 0.791
H -1.868 1.886 -5.178
H 0.212 3.119 -5.870
H 2.173 3.103 -4.311
H 1.929 1.903 -2.133
C -0.126 8.732 1.583
C -1.411 8.115 1.048
C -1.968 8.954 -0.094
C -3.304 8.398 -0.549
C -3.185 6.930 -0.860
C -4.064 6.327 -1.732
C -3.953 4.974 -2.019
F -4.838 4.444 -2.889
C -2.987 4.192 -1.450
C -2.083 4.784 -0.558
C -1.055 3.924 0.080
O -1.112 2.704 -0.039
C -0.045 4.636 0.829
C -0.226 5.949 1.081
N -1.230 6.732 0.586
C -2.166 6.156 -0.271
C 1.251 3.994 1.355
O 1.657 4.407 2.454
O 1.759 3.163 0.568
H -0.309 9.789 1.776
H 0.679 8.648 0.851
H 0.206 8.277 2.514
H -2.154 8.110 1.858
H -1.248 8.942 -0.918
H -2.073 9.988 0.242
H -3.674 8.931 -1.427
H -4.043 8.549 0.246
H -4.846 6.906 -2.210
H -2.907 3.138 -1.689
H 0.492 6.424 1.732
C 0.780 -6.003 0.452
C 1.042 -5.100 -0.756
C 2.457 -5.221 -1.259
C 2.786 -6.206 -2.184
C 4.079 -6.347 -2.663
C 5.061 -5.476 -2.216
C 4.771 -4.477 -1.295
C 5.847 -3.536 -0.821
C 6.525 -4.007 0.467
C 3.462 -4.355 -0.798
N 3.169 -3.306 0.081
C 3.167 -3.532 1.342
C 2.969 -2.576 2.389
C 3.058 -2.882 3.761
C 2.918 -1.668 4.432
C 2.752 -0.700 3.421
N 2.781 -1.237 2.194
H -0.270 -5.966 0.747
H 1.384 -5.694 1.305
H 1.036 -7.041 0.220
H 0.836 -4.061 -0.494
H 0.351 -5.365 -1.561
H 2.000 -6.866 -2.540
H 4.314 -7.115 -3.391
H 6.076 -5.560 -2.596
H 5.405 -2.553 -0.651
H 6.600 -3.434 -1.609
H 5.808 -4.046 1.288
H 7.328 -3.327 0.759
H 6.949 -5.006 0.339
H 3.367 -4.552 1.706
H 3.212 -3.865 4.187
H 2.935 -1.494 5.498
H 2.620 0.368 3.555
N -3.178 0.637 0.302
C -2.879 -0.287 1.249
N -1.765 -0.356 1.899
C -1.799 -1.368 2.842
C -0.712 -1.777 3.613
C -0.856 -2.871 4.448
C -2.067 -3.563 4.529
C -3.152 -3.177 3.757
C -3.006 -2.083 2.917
S -4.130 -1.428 1.762
H -2.394 1.235 0.049
H -3.681 0.301 -0.508
H 0.244 -1.273 3.526
H 0.000 -3.200 5.024
H -2.156 -4.421 5.186
H -4.083 -3.729 3.792
*
```

- lowest unoccupied orbital energy (eV) = 3.5
- relative energy (zero: lowest compared OMol25 entry of this formula, charge and spin) (kcal/mol) = 32.6
- HOMO-LUMO gap (eV) = 5.87
- highest occupied orbital energy (eV) = -2.41

---

Record 3
Entry from OMol25: C48H42N7O4PbS4 as an isolated structure at a distorted geometry (wB97M-V/def2-TZVPD).

The geometry in ORCA input format:
```
! wB97M-V def2-TZVPD RIJCOSX def2/J DEFGRID3
* xyz 1 1
Pb 1.739 0.324 1.857
O 3.775 -3.472 3.087
C 2.983 -2.516 2.989
O 2.918 -1.763 1.941
C 2.116 -2.196 4.175
C 2.371 -2.872 5.393
C 1.814 -2.285 6.547
C 1.247 -1.030 6.527
C 1.054 -0.490 5.255
N 1.383 -1.097 4.143
C 0.506 0.937 5.059
O 0.335 1.614 6.107
O 0.367 1.242 3.819
H 2.994 -3.791 5.350
H 1.698 -2.844 7.472
H 0.787 -0.540 7.358
N 1.942 -0.100 -0.642
S 1.632 0.389 -1.996
N 0.178 0.434 -2.765
S -1.305 -0.091 -2.419
N -1.966 -0.600 -1.101
S -1.872 -0.873 0.530
N -0.592 -1.335 1.262
C -3.141 -2.160 0.841
C -3.881 -2.557 -0.214
C -5.094 -3.308 0.002
C -5.341 -3.816 1.289
C -4.487 -3.455 2.375
C -3.447 -2.567 2.157
C -2.693 0.676 1.217
C -2.294 1.384 2.380
C -3.167 2.395 2.843
C -4.328 2.707 2.207
C -4.605 2.124 0.991
C -3.788 1.095 0.500
C -1.609 -1.385 -3.617
C -1.467 -0.897 -4.920
C -1.624 -1.848 -5.945
C -1.906 -3.201 -5.671
C -1.908 -3.683 -4.385
C -1.726 -2.736 -3.326
C -2.305 1.279 -3.061
C -1.814 2.571 -2.952
C -2.621 3.663 -3.341
C -3.962 3.485 -3.794
C -4.437 2.157 -3.758
C -3.622 1.045 -3.428
C 2.562 -0.644 -3.060
C 3.272 -1.666 -2.485
C 4.081 -2.518 -3.347
C 4.154 -2.240 -4.697
C 3.320 -1.285 -5.284
C 2.535 -0.486 -4.451
C 2.037 2.133 -2.206
C 2.542 2.895 -1.193
C 2.856 4.277 -1.411
C 2.583 4.843 -2.677
C 2.058 4.055 -3.695
C 1.762 2.690 -3.461
H -3.607 -2.264 -1.188
H -5.763 -3.562 -0.795
H -6.169 -4.486 1.490
H -4.718 -3.741 3.404
H -2.916 -2.011 2.961
H -1.333 1.126 2.825
H -2.923 2.877 3.805
H -4.989 3.313 2.790
H -5.433 2.389 0.394
H -4.064 0.510 -0.384
H -1.305 0.178 -5.122
H -1.491 -1.489 -6.948
H -2.162 -3.828 -6.544
H -2.166 -4.703 -4.198
H -1.699 -3.087 -2.281
H -0.779 2.725 -2.652
H -2.107 4.647 -3.440
H -4.634 4.327 -3.936
H -5.433 1.926 -4.106
H -4.043 0.014 -3.407
H 3.290 -1.783 -1.407
H 4.718 -3.232 -2.867
H 4.804 -2.777 -5.424
H 3.145 -1.183 -6.375
H 1.734 0.121 -4.877
H 2.844 2.382 -0.269
H 3.196 4.822 -0.535
H 2.718 5.874 -2.836
H 1.738 4.517 -4.640
H 1.323 2.072 -4.234
C 0.009 -2.704 1.022
H 0.442 -2.977 1.954
H 0.840 -2.694 0.269
H -0.774 -3.441 0.787
C 3.334 3.624 4.312
N 3.895 2.287 4.471
C 4.107 1.473 5.543
C 4.605 0.259 5.103
N 4.800 0.348 3.760
C 4.408 1.588 3.315
S 4.500 2.043 1.676
H 3.738 4.218 5.131
H 2.229 3.460 4.290
H 3.648 3.982 3.315
H 3.914 1.817 6.573
H 4.895 -0.607 5.770
H 5.033 -0.418 3.132
*
```

- lowest unoccupied orbital energy (eV) = -2.9
- relative energy (zero: lowest compared OMol25 entry of this formula, charge and spin) (kcal/mol) = 31.7
- HOMO-LUMO gap (eV) = 6.41
- highest occupied orbital energy (eV) = -9.29

---

Record 4
Entry from OMol25: C48H44F3N3O2P2Pt as an isolated structure at a distorted geometry (wB97M-V/def2-TZVPD).

The geometry in ORCA input format:
```
! wB97M-V def2-TZVPD RIJCOSX def2/J DEFGRID3
* xyz 0 3
Pt 0.730 -0.243 0.854
O 1.363 1.869 -0.399
P 0.761 3.199 -0.221
C -0.548 3.508 -1.501
P -1.866 2.304 -1.033
O -1.351 1.236 -0.170
C -2.517 1.567 -2.558
C -2.152 1.896 -3.854
C -2.537 1.073 -4.900
C -3.292 -0.063 -4.655
C -3.681 -0.375 -3.359
C -3.291 0.437 -2.314
C -3.210 3.251 -0.261
C -3.494 3.006 1.074
C -4.547 3.657 1.691
C -5.334 4.536 0.965
C -5.059 4.773 -0.374
C -3.994 4.138 -0.987
C 2.009 4.516 -0.383
C 1.967 5.499 -1.361
C 2.980 6.439 -1.437
C 4.038 6.398 -0.546
C 4.092 5.404 0.417
C 3.082 4.464 0.500
C -0.082 3.560 1.352
C -0.449 4.878 1.605
C -1.052 5.209 2.804
C -1.288 4.224 3.749
C -0.953 2.906 3.486
C -0.350 2.572 2.286
H -0.114 3.221 -2.460
H -0.930 4.526 -1.546
H -1.571 2.785 -4.060
H -2.226 1.313 -5.908
H -3.573 -0.709 -5.476
H -4.271 -1.259 -3.160
H -3.553 0.200 -1.290
H -2.881 2.302 1.614
H -4.760 3.468 2.733
H -6.175 5.028 1.434
H -5.686 5.446 -0.942
H -3.780 4.317 -2.032
H 1.147 5.526 -2.066
H 2.943 7.208 -2.193
H 4.828 7.128 -0.612
H 4.922 5.373 1.105
H 3.117 3.678 1.241
H -0.246 5.642 0.863
H -1.317 6.237 3.011
H -1.732 4.484 4.699
H -1.151 2.143 4.224
H -0.087 1.533 2.056
C 0.652 -5.159 2.349
C 0.908 -6.153 1.255
C 0.599 -7.492 1.464
C 0.879 -8.461 0.519
C 1.496 -8.104 -0.668
C 1.803 -6.780 -0.904
C 1.502 -5.797 0.037
N 1.889 -4.479 -0.255
C 1.172 -3.316 -0.055
N -0.170 -3.480 -0.054
C -1.206 -2.654 0.416
C -0.975 -1.421 1.040
C -2.075 -0.783 1.615
C -3.364 -1.265 1.478
C -3.575 -2.440 0.778
C -2.509 -3.159 0.261
C -2.775 -4.462 -0.446
N 1.766 -2.171 -0.018
C 3.169 -2.124 -0.051
C 3.929 -2.571 1.029
C 5.307 -2.527 0.976
C 5.938 -2.000 -0.138
C 5.186 -1.534 -1.203
C 3.803 -1.613 -1.193
C 2.964 -1.203 -2.364
H 0.795 -5.638 3.317
H -0.371 -4.782 2.314
H 1.319 -4.302 2.281
H 0.144 -7.777 2.403
H 0.629 -9.492 0.715
H 1.728 -8.856 -1.406
H 2.289 -6.485 -1.821
H 2.842 -4.352 -0.568
H -0.459 -4.429 -0.245
H -1.927 0.135 2.168
H -4.203 -0.716 1.889
H -4.580 -2.823 0.652
H -3.847 -4.604 -0.559
H -2.392 -5.311 0.123
H -2.328 -4.482 -1.439
H 3.425 -2.950 1.906
H 5.884 -2.906 1.806
H 7.017 -1.952 -0.183
H 5.692 -1.107 -2.058
H 3.581 -0.785 -3.157
H 2.220 -0.469 -2.046
H 2.425 -2.072 -2.748
F 2.287 1.567 2.672
C 2.394 0.360 2.014
F 2.655 -0.522 3.037
F 3.582 0.469 1.358
*
```

- lowest unoccupied orbital energy (spin up / spin down) (eV) = 0.5 / 0.3
- relative energy (zero: lowest compared OMol25 entry of this formula, charge and spin) (kcal/mol) = 12.4
- HOMO-LUMO gap (spin up / spin down) (eV) = 7.21 / 7.99
- ⟨S²⟩ = 2.0054
- highest occupied orbital energy (spin up / spin down) (eV) = -6.73 / -7.67